# C32H79N2O14S11Si

A 12-piece molecular cluster, C32H79N2O14S11Si overall at a distorted geometry (the ωB97M-V functional and the def2-TZVPD basis, the Open Molecules 2025 dataset).

2S+1: 1
E_tot (Ha): -7098.4769
Charge: +1
Kohn-Sham gap (eV): 5.378

Cartesian coordinates (Å):
C (-3.97, 5.11, -2.48)
Si (-3.83, 3.65, -3.72)
C (-2.47, 4.14, -4.94)
C (-5.48, 3.72, -4.71)
O (-3.77, 2.08, -3.00)
C (-2.61, 1.37, -3.09)
O (-1.84, 1.26, -4.01)
C (-2.27, 0.46, -1.82)
C (-0.88, 0.00, -1.49)
C (-0.73, -0.90, -0.30)
N (-1.85, -1.30, 0.47)
N (-1.59, -2.19, 1.54)
C (-0.92, -1.48, 2.38)
O (-0.28, -0.84, 3.10)
C (-3.16, -0.87, 0.22)
C (-3.43, 0.03, -0.94)
H (-4.53, 5.92, -3.08)
H (-2.97, 5.56, -2.21)
H (-4.63, 4.88, -1.59)
H (-2.32, 3.33, -5.74)
H (-2.77, 5.08, -5.50)
H (-1.46, 4.37, -4.47)
H (-5.48, 2.78, -5.35)
H (-5.59, 4.69, -5.31)
H (-6.31, 3.57, -3.94)
H (-0.03, 0.33, -2.15)
H (0.31, -1.29, -0.08)
H (-4.01, -1.23, 0.86)
H (-4.50, 0.35, -1.13)
C (1.45, -0.65, -5.95)
S (2.39, 0.26, -4.71)
O (1.57, 0.29, -3.46)
C (2.23, 1.88, -5.50)
H (1.39, -1.69, -5.64)
H (0.45, -0.23, -6.03)
H (1.96, -0.59, -6.91)
H (1.18, 2.14, -5.61)
H (2.72, 1.86, -6.47)
H (2.72, 2.62, -4.87)
C (0.74, -3.70, 6.73)
S (0.82, -5.12, 5.63)
O (2.21, -5.67, 5.70)
C (0.70, -4.18, 4.09)
H (0.83, -4.06, 7.76)
H (1.55, -3.01, 6.51)
H (-0.23, -3.20, 6.61)
H (1.51, -3.45, 4.03)
H (-0.27, -3.66, 4.06)
H (0.76, -4.87, 3.26)
C (0.68, -4.49, 0.21)
S (1.47, -3.81, -1.26)
O (0.40, -3.59, -2.28)
C (2.36, -5.31, -1.72)
H (0.04, -3.73, 0.65)
H (0.08, -5.36, -0.06)
H (1.45, -4.78, 0.94)
H (1.65, -6.12, -1.87)
H (3.07, -5.56, -0.93)
H (2.90, -5.12, -2.64)
C (5.49, -1.24, 5.05)
S (4.59, -1.87, 3.63)
O (5.58, -2.18, 2.56)
C (3.80, -0.30, 3.20)
H (6.09, -2.05, 5.47)
H (6.15, -0.42, 4.75)
H (4.79, -0.89, 5.81)
H (4.57, 0.45, 3.01)
H (3.15, 0.02, 4.01)
H (3.20, -0.45, 2.30)
C (-2.43, -7.75, 3.59)
S (-0.76, -7.40, 3.00)
O (-0.81, -6.14, 2.20)
C (-0.67, -8.78, 1.84)
H (-2.71, -6.98, 4.30)
H (-3.12, -7.73, 2.75)
H (-2.45, -8.72, 4.08)
H (-1.48, -8.70, 1.11)
H (-0.75, -9.72, 2.39)
H (0.29, -8.74, 1.33)
C (4.40, 4.32, 5.77)
S (4.48, 2.90, 4.66)
O (5.86, 2.34, 4.74)
C (4.36, 3.84, 3.13)
H (4.50, 3.96, 6.79)
H (5.22, 5.01, 5.55)
H (3.44, 4.82, 5.65)
H (5.18, 4.56, 3.07)
H (3.40, 4.36, 3.10)
H (4.42, 3.15, 2.29)
C (-1.08, 3.05, -8.77)
S (0.23, 4.25, -8.44)
O (0.22, 4.54, -6.98)
C (-0.58, 5.64, -9.27)
H (-0.80, 2.11, -8.30)
H (-2.02, 3.40, -8.34)
H (-1.18, 2.91, -9.84)
H (-1.55, 5.83, -8.81)
H (-0.70, 5.41, -10.33)
H (0.05, 6.52, -9.16)
C (-6.27, 9.06, -5.08)
S (-6.20, 7.62, -6.17)
O (-4.82, 7.05, -6.07)
C (-6.29, 8.55, -7.71)
H (-6.19, 8.71, -4.05)
H (-5.44, 9.73, -5.30)
H (-7.22, 9.57, -5.21)
H (-5.46, 9.26, -7.77)
H (-7.24, 9.08, -7.76)
H (-6.22, 7.85, -8.54)
C (7.51, 0.46, 1.66)
S (9.18, 0.81, 1.07)
O (9.12, 2.07, 0.27)
C (9.26, -0.57, -0.09)
H (7.23, 1.23, 2.38)
H (6.81, 0.47, 0.82)
H (7.49, -0.51, 2.15)
H (8.45, -0.49, -0.82)
H (9.19, -1.51, 0.46)
H (10.22, -0.53, -0.60)
C (1.19, -7.87, 10.62)
S (1.22, -6.46, 9.49)
O (-0.20, -6.04, 9.27)
C (1.74, -7.38, 8.04)
H (0.85, -7.52, 11.60)
H (0.51, -8.63, 10.25)
H (2.20, -8.28, 10.71)
H (1.02, -8.17, 7.82)
H (2.73, -7.81, 8.21)
H (1.78, -6.69, 7.19)
C (-5.78, 2.84, 2.40)
S (-5.69, 2.81, 0.60)
O (-6.23, 4.10, 0.10)
C (-6.98, 1.56, 0.37)
H (-5.08, 3.59, 2.76)
H (-6.79, 3.11, 2.72)
H (-5.50, 1.86, 2.80)
H (-7.91, 1.90, 0.82)
H (-6.66, 0.62, 0.83)
H (-7.12, 1.41, -0.70)

Here are the Mulliken charges for atoms 1 to 99, given in e: atom 1 (C): -0.60, atom 2 (Si): 0.46, atom 3 (C): -0.72, atom 4 (C): -0.80, atom 5 (O): -0.24, atom 6 (C): 0.39, atom 7 (O): -0.46, atom 8 (C): 0.65, atom 9 (C): -0.80, atom 10 (C): -0.04, atom 11 (N): 0.52, atom 12 (N): -1.02, atom 13 (C): 0.97, atom 14 (O): -0.38, atom 15 (C): -0.31, atom 16 (C): -0.43, atom 17 (H): 0.02, atom 18 (H): 0.31, atom 19 (H): 0.20, atom 20 (H): 0.03, atom 21 (H): 0.32, atom 22 (H): 0.30, atom 23 (H): 0.30, atom 24 (H): 0.16, atom 25 (H): 0.22, atom 26 (H): 0.56, atom 27 (H): 0.53, atom 28 (H): 0.40, atom 29 (H): 0.44, atom 30 (C): -0.81, atom 31 (S): 0.37, atom 32 (O): -0.61, atom 33 (C): -0.79, atom 34 (H): 0.31, atom 35 (H): 0.17, atom 36 (H): 0.39, atom 37 (H): 0.11, atom 38 (H): 0.40, atom 39 (H): 0.36, atom 40 (C): -0.78, atom 41 (S): 0.68, atom 42 (O): -0.75, atom 43 (C): -0.35, atom 44 (H): 0.25, atom 45 (H): 0.22, atom 46 (H): 0.31, atom 47 (H): 0.19, atom 48 (H): 0.30, atom 49 (H): -0.06, atom 50 (C): -0.52, atom 51 (S): 0.61, atom 52 (O): -0.65, atom 53 (C): -1.03, atom 54 (H): -0.10, atom 55 (H): 0.38, atom 56 (H): 0.38, atom 57 (H): 0.29, atom 58 (H): 0.37, atom 59 (H): 0.38, atom 60 (C): -0.92, atom 61 (S): 0.58, atom 62 (O): -0.66, atom 63 (C): -0.57, atom 64 (H): 0.38, atom 65 (H): 0.24, atom 66 (H): 0.31, atom 67 (H): -0.10, atom 68 (H): 0.37, atom 69 (H): 0.32, atom 70 (C): -1.09, atom 71 (S): 0.59, atom 72 (O): -0.57, atom 73 (C): -1.11, atom 74 (H): 0.31, atom 75 (H): 0.35, atom 76 (H): 0.44, atom 77 (H): 0.34, atom 78 (H): 0.41, atom 79 (H): 0.33, atom 80 (C): -1.06, atom 81 (S): 0.62, atom 82 (O): -0.60, atom 83 (C): -1.00, atom 84 (H): 0.33, atom 85 (H): 0.33, atom 86 (H): 0.37, atom 87 (H): 0.35, atom 88 (H): 0.40, atom 89 (H): 0.29, atom 90 (C): -0.80, atom 91 (S): 0.50, atom 92 (O): -0.56, atom 93 (C): -0.91, atom 94 (H): 0.24, atom 95 (H): 0.22, atom 96 (H): 0.40, atom 97 (H): 0.22, atom 98 (H): 0.38, atom 99 (H): 0.33